No. 1
DFT (the ωB97M-V functional and the def2-TZVPD basis) results for a single C7H12O2 molecule.

HOMO-LUMO gap = 8.69 eV
Net charge = 0
E_tot = -424.29969 a.u.
Highest occupied orbital energy = -7.98 eV
E_LUMO = 0.70 eV
Structure (SMILES) = C=C(CO)/C(C)=C(/C)O
Spin multiplicity = 1

Geometry as XYZ:
```
21
Properties=species:S:1:pos:R:3:mulliken_charge:R:1
C 1.64 1.34 0.98 -0.953
C 1.15 0.27 0.39 0.350
C 1.02 -1.14 1.32 -0.571
O 2.25 -1.29 1.96 -0.507
C -0.01 -0.01 -0.47 0.444
C 0.22 -0.92 -1.65 -1.946
C -1.20 0.59 -0.23 0.806
C -2.33 0.71 -1.21 -1.282
O -1.39 1.23 0.97 -0.505
H 1.80 2.24 0.42 0.301
H 2.14 1.27 1.94 0.255
H 0.23 -0.95 2.06 0.275
H 0.75 -2.04 0.75 0.411
H 2.41 -2.22 2.12 0.303
H 0.15 -0.36 -2.58 0.482
H 1.21 -1.37 -1.59 0.407
H -0.51 -1.73 -1.68 0.403
H -3.27 0.48 -0.71 0.321
H -2.40 1.73 -1.59 0.338
H -2.21 0.03 -2.04 0.361
H -1.65 2.15 0.83 0.306
```


No. 2
DFT (the ωB97M-V functional and the def2-TZVPD basis) results for a molecular structure, C29H39N11O2RuSSi.

<S²> = 0.753
HOMO-LUMO gap (spin up / spin down) = 7.26 / 6.68 eV
Net charge = +1
E_tot = -2663.71366 a.u.
Highest occupied orbital energy (spin up / spin down) = -9.42 / -9.41 eV
E_LUMO (spin up / spin down) = -2.16 / -2.73 eV
Spin multiplicity = 2

Geometry as XYZ:
```
84
Properties=species:S:1:pos:R:3:lowdin_spin:R:1
Ru 0.24 -0.29 0.38 0.000
O 3.72 -0.26 2.39 0.000
C 2.56 -0.06 2.08 0.000
N 2.05 0.69 1.04 0.000
C 2.81 1.78 0.66 0.000
O 3.82 2.16 1.21 0.000
C 2.26 2.63 -0.45 0.000
C 3.15 3.38 -1.21 0.000
C 2.64 4.21 -2.19 0.000
C 1.26 4.29 -2.34 0.001
C 0.46 3.52 -1.51 0.013
N 0.94 2.69 -0.60 0.001
C 1.47 -0.71 2.91 0.000
C 1.76 -1.28 4.13 0.000
C 0.72 -1.81 4.88 0.000
C -0.57 -1.73 4.38 0.000
C -0.77 -1.16 3.14 0.000
N 0.23 -0.67 2.40 0.000
H 4.21 3.30 -1.01 0.000
H 3.30 4.80 -2.82 0.000
H 0.81 4.94 -3.08 0.000
H -0.63 3.57 -1.58 0.013
H 2.79 -1.29 4.46 0.000
H 0.91 -2.26 5.84 0.000
H -1.42 -2.11 4.93 0.000
H -1.76 -1.08 2.70 0.000
C -3.96 -2.69 0.36 0.000
N -2.72 -3.44 0.24 0.000
C -2.81 -4.82 -0.23 0.000
C -1.54 -2.76 0.20 0.000
N -1.44 -1.48 0.17 0.000
N -0.42 -3.57 0.24 0.000
C 0.91 -3.21 0.22 0.000
N 1.76 -4.27 0.26 0.000
N 1.30 -1.99 0.18 0.000
H -4.73 -3.35 0.76 0.000
H -4.31 -2.28 -0.59 0.000
H -3.84 -1.87 1.07 0.000
H -3.86 -5.08 -0.32 0.000
H -2.37 -5.53 0.48 0.000
H -2.34 -4.95 -1.21 0.000
H -2.33 -0.99 0.11 0.000
H -0.59 -4.54 0.45 0.000
H 1.46 -5.17 -0.08 0.000
H 2.75 -4.08 0.17 0.000
H 2.31 -1.90 0.10 0.000
C -0.82 1.33 -4.28 0.013
Si -0.90 0.30 -2.74 0.007
C -2.65 -0.24 -2.41 0.007
C -2.95 3.24 -2.18 0.779
N 0.40 -0.28 -1.91 0.003
C 1.66 -0.36 -2.57 0.000
C 1.73 -0.60 -3.95 0.000
C 2.94 -0.69 -4.61 0.000
C 4.14 -0.57 -3.92 0.001
C 4.09 -0.38 -2.54 0.000
C 2.87 -0.29 -1.88 0.000
H -1.70 1.96 -4.32 0.006
H -0.81 0.70 -5.17 0.001
H 0.08 1.95 -4.30 0.000
H -3.13 -0.32 -3.38 0.000
H -3.19 0.50 -1.83 0.002
H -2.70 -1.21 -1.91 0.001
H -3.52 2.66 -2.88 0.050
H -2.51 4.17 -2.51 0.047
H -3.01 3.03 -1.12 0.050
H 0.82 -0.77 -4.52 0.000
H 2.95 -0.87 -5.68 0.000
H 5.08 -0.64 -4.43 0.000
H 5.00 -0.30 -1.97 0.000
H 2.87 -0.12 -0.82 0.000
C 0.34 2.84 2.83 0.000
N -0.91 2.30 3.34 0.000
C -1.34 2.35 4.65 0.000
C -2.58 1.83 4.70 0.000
N -2.89 1.46 3.40 0.000
C -1.87 1.75 2.56 0.001
S -1.84 1.51 0.88 0.002
H 1.00 3.04 3.67 0.000
H 0.15 3.77 2.28 0.000
H 0.78 2.12 2.16 0.000
H -0.72 2.75 5.43 0.000
H -3.26 1.69 5.52 0.000
H -3.77 1.10 3.07 0.000
```


No. 3
DFT (the ωB97M-V functional and the def2-TZVPD basis) results for a molecular structure, C23H24AlF24N2O8.

HOMO-LUMO gap = 7.14 eV
Net charge = -1
E_tot = -4241.48841 a.u.
Highest occupied orbital energy = -5.48 eV
E_LUMO = 1.66 eV
Spin multiplicity = 1

Geometry as XYZ:
```
82
Properties=species:S:1:pos:R:3:mulliken_charge:R:1
C 0.13 4.77 5.32 0.285
C -0.83 4.51 4.62 -0.960
Al -2.49 3.82 3.62 -0.136
C -3.96 3.41 4.97 -0.550
C -5.43 3.80 4.48 -0.401
C -6.41 2.65 4.96 0.346
N -6.74 1.59 4.05 -0.586
O -6.87 2.64 6.08 -0.568
C -1.90 2.01 2.83 -0.129
C -1.84 1.01 4.06 -0.624
C -0.68 -0.04 3.99 0.345
O 0.25 0.08 3.25 -0.539
O -0.80 -1.11 4.89 -0.491
O -2.98 5.05 2.30 -0.268
N -2.28 6.21 2.49 0.247
O -2.73 6.83 3.40 -0.348
H 1.09 5.11 5.72 0.388
H -3.67 3.94 5.93 0.342
H -4.02 2.31 5.25 0.351
H -5.45 3.79 3.35 0.188
H -5.77 4.79 4.90 0.284
H -6.30 1.73 3.13 0.288
H -6.44 0.69 4.41 0.261
H -0.91 2.13 2.30 0.403
H -2.65 1.63 2.09 -0.055
H -2.82 0.46 4.10 0.211
H -1.75 1.62 5.00 0.368
H -0.07 -1.74 4.74 0.341
C -1.74 1.06 -2.22 -0.820
C -2.01 0.50 -3.63 0.926
C -3.48 0.41 -4.04 0.003
F -4.19 -0.40 -3.24 -0.205
F -3.58 -0.10 -5.30 -0.285
F -1.40 -0.70 -3.74 -0.238
F -1.39 1.33 -4.51 -0.351
O -1.50 0.11 -1.18 -0.280
C -2.61 -0.44 -0.53 0.606
C -2.73 -1.95 -0.75 0.494
F -2.84 -2.25 -2.06 -0.241
F -3.84 -2.43 -0.14 -0.277
F -3.73 0.23 -0.88 -0.309
F -2.44 -0.20 0.78 -0.195
H -0.80 1.61 -2.29 0.460
H -2.47 1.82 -1.92 0.391
H -3.95 1.40 -4.05 0.318
H -1.86 -2.47 -0.35 -0.009
C 1.13 -4.86 0.06 -0.779
C 1.26 -6.02 -0.95 0.915
C 2.62 -6.17 -1.63 0.060
F 2.96 -5.09 -2.35 -0.179
F 2.59 -7.22 -2.49 -0.288
F 0.27 -5.91 -1.87 -0.265
F 1.01 -7.17 -0.26 -0.342
O 0.53 -3.66 -0.40 -0.220
C 1.35 -2.73 -1.06 0.567
C 0.94 -2.52 -2.52 0.989
F 0.99 -3.67 -3.22 -0.255
F 1.78 -1.65 -3.13 -0.208
F 2.64 -3.08 -0.93 -0.315
F 1.20 -1.56 -0.40 -0.237
H 0.45 -5.21 0.84 0.394
H 2.07 -4.67 0.59 0.297
H 3.40 -6.37 -0.89 0.280
H -0.08 -2.13 -2.59 -0.407
C 4.87 -0.06 -1.90 -0.754
C 4.48 1.34 -2.41 0.887
C 4.19 1.46 -3.91 0.207
F 5.25 1.14 -4.66 -0.239
F 3.85 2.73 -4.22 -0.281
F 5.42 2.23 -2.03 -0.293
F 3.34 1.69 -1.74 -0.278
O 6.27 -0.31 -1.73 -0.415
C 7.00 -0.73 -2.85 0.798
C 8.08 0.29 -3.25 0.185
F 7.54 1.49 -3.54 -0.216
F 8.73 -0.13 -4.36 -0.262
F 6.17 -1.03 -3.86 -0.270
F 7.60 -1.89 -2.50 -0.300
H 4.47 -0.14 -0.89 0.404
H 4.38 -0.86 -2.46 0.418
H 3.35 0.81 -4.19 0.185
H 8.80 0.42 -2.44 0.232
```


No. 4
DFT (the ωB97M-V functional and the def2-TZVPD basis) results for 10 unconnected molecules or ions with the total composition C27H74O10.

HOMO-LUMO gap = 10.33 eV
Net charge = 0
E_tot = -1825.38343 a.u.
Highest occupied orbital energy = -10.00 eV
E_LUMO = 0.32 eV
Structure (SMILES) = CC(C)O.CC(C)O.CC(C)O.CC(C)O.CC(C)O.CC(C)O.CC(C)O.CC(C)O.CC(C)O.O
Spin multiplicity = 1

Geometry as XYZ:
```
111
Properties=species:S:1:pos:R:3:mulliken_charge:R:1
C 7.76 -3.84 -0.73 -1.213
C 6.33 -3.47 -0.17 0.319
C 6.31 -3.13 1.32 -1.146
O 5.77 -2.30 -0.84 -0.520
H 8.10 -4.79 -0.32 0.359
H 8.50 -3.06 -0.55 0.324
H 7.59 -3.90 -1.80 0.336
H 5.69 -4.32 -0.41 0.259
H 6.74 -2.16 1.58 0.300
H 6.80 -3.90 1.91 0.348
H 5.29 -3.15 1.71 0.304
H 6.47 -1.64 -0.84 0.329
C -0.42 5.84 -4.16 -1.276
C -1.61 6.62 -3.61 0.514
C -2.78 5.68 -3.20 -1.175
O -1.13 7.42 -2.53 -0.531
H 0.19 6.55 -4.73 0.311
H -0.81 5.05 -4.80 0.357
H 0.20 5.37 -3.40 0.326
H -1.90 7.26 -4.45 0.201
H -2.90 5.01 -4.05 0.332
H -3.65 6.29 -2.98 0.350
H -2.47 5.06 -2.36 0.299
H -1.80 8.01 -2.18 0.290
C 9.05 1.47 -4.78 -1.281
C 8.22 2.60 -4.11 0.548
C 6.87 2.82 -4.80 -1.276
O 7.97 2.19 -2.80 -0.558
H 9.21 1.75 -5.82 0.367
H 8.52 0.52 -4.83 0.312
H 10.00 1.34 -4.27 0.322
H 8.70 3.57 -3.97 0.235
H 6.88 2.88 -5.88 0.330
H 6.46 3.76 -4.44 0.353
H 6.05 2.17 -4.48 0.337
H 7.53 2.91 -2.33 0.311
C 1.92 -3.91 -7.16 -1.109
C 2.79 -2.74 -7.61 0.462
C 4.31 -2.92 -7.40 -1.279
O 2.57 -2.49 -8.99 -0.555
H 0.86 -3.84 -7.39 0.364
H 2.03 -3.96 -6.08 0.306
H 2.36 -4.83 -7.55 0.292
H 2.54 -1.80 -7.10 0.214
H 4.67 -3.90 -7.71 0.320
H 4.65 -2.78 -6.38 0.350
H 4.87 -2.20 -8.00 0.322
H 1.65 -2.20 -9.05 0.314
C 1.54 9.36 4.87 -1.227
C 0.94 8.11 4.29 0.451
C -0.60 8.22 4.23 -1.293
O 1.46 7.81 3.04 -0.547
H 2.61 9.38 4.65 0.346
H 1.39 9.33 5.95 0.343
H 1.19 10.30 4.45 0.287
H 1.22 7.28 4.93 0.248
H -0.87 8.97 3.49 0.367
H -0.96 8.34 5.25 0.362
H -0.99 7.29 3.84 0.342
H 0.94 8.24 2.35 0.320
C -1.02 -8.37 2.38 -1.261
C -0.17 -8.95 1.23 0.500
C -0.76 -10.18 0.50 -1.192
O 0.03 -7.86 0.33 -0.544
H -0.54 -7.46 2.75 0.326
H -1.02 -9.04 3.24 0.363
H -2.07 -8.20 2.12 0.319
H 0.79 -9.29 1.62 0.181
H -0.89 -11.03 1.16 0.334
H 0.03 -10.55 -0.15 0.350
H -1.63 -9.91 -0.10 0.312
H 0.65 -8.18 -0.34 0.313
C -8.64 2.32 2.75 -1.095
C -9.83 2.99 2.04 0.338
C -10.81 1.97 1.58 -1.260
O -10.40 3.90 2.95 -0.547
H -9.05 1.91 3.68 0.307
H -7.82 3.02 2.92 0.281
H -8.22 1.52 2.15 0.334
H -9.55 3.60 1.19 0.279
H -10.37 1.31 0.83 0.349
H -11.72 2.36 1.12 0.339
H -11.12 1.32 2.40 0.330
H -10.85 3.41 3.64 0.344
C -5.14 -2.59 8.27 -1.301
C -5.21 -3.69 7.21 0.506
C -5.22 -5.06 7.80 -1.160
O -6.42 -3.61 6.53 -0.537
H -4.98 -1.61 7.82 0.307
H -4.26 -2.63 8.91 0.368
H -5.98 -2.73 8.95 0.335
H -4.34 -3.54 6.56 0.203
H -4.31 -5.39 8.31 0.350
H -5.42 -5.76 6.99 0.301
H -5.94 -5.20 8.61 0.299
H -6.36 -4.19 5.77 0.329
C 0.57 0.83 1.46 -1.334
C -0.22 -0.26 0.77 0.632
C -1.69 -0.11 1.02 -1.249
O 0.27 -0.22 -0.58 -0.580
H 0.26 0.94 2.50 0.321
H 0.39 1.80 0.99 0.354
H 1.66 0.75 1.43 0.377
H 0.13 -1.23 1.13 0.188
H -1.89 -0.31 2.07 0.341
H -2.37 -0.63 0.35 0.328
H -1.89 0.96 0.95 0.312
H 1.18 -0.52 -0.59 0.311
O -3.08 -1.14 -4.24 -0.642
H -3.21 -2.08 -4.15 0.317
H -2.39 -0.93 -3.61 0.324
```


No. 5
DFT (the ωB97M-V functional and the def2-TZVPD basis) results for 2 unconnected molecules or ions with the total composition C6H16O.

HOMO-LUMO gap = 11.23 eV
Net charge = 0
E_tot = -313.37636 a.u.
Highest occupied orbital energy = -10.44 eV
E_LUMO = 0.79 eV
Structure (SMILES) = CCC(C)CC.O
Spin multiplicity = 1

Geometry as XYZ:
```
23
Properties=species:S:1:pos:R:3:mulliken_charge:R:1
C 2.44 1.01 -0.95 -1.215
C 1.95 0.52 0.38 -0.395
C 0.43 0.11 0.31 0.554
C -0.35 1.45 0.08 -1.382
C 0.01 -0.85 1.42 -0.629
C -1.22 -1.67 1.24 -1.271
H 1.63 1.18 -1.66 0.336
H 3.11 0.25 -1.49 0.269
H 2.84 1.92 -0.85 0.395
H 2.62 -0.44 0.73 0.233
H 2.17 1.38 1.05 0.296
H 0.32 -0.41 -0.70 0.122
H -0.44 1.58 -1.02 0.315
H -1.37 1.50 0.43 0.361
H -0.02 2.38 0.44 0.444
H -0.22 -0.12 2.24 0.233
H 0.82 -1.50 1.72 0.351
H -2.06 -1.18 0.84 0.394
H -1.40 -2.32 2.19 0.314
H -1.04 -2.64 0.60 0.274
O -2.75 -0.51 -1.86 -0.611
H -1.81 -0.66 -1.72 0.292
H -2.63 -0.21 -2.81 0.319
```


No. 6
DFT (the ωB97M-V functional and the def2-TZVPD basis) results for a molecular structure, C15H20Br2N3NiO2S2.

<S²> = 2.006
HOMO-LUMO gap (spin up / spin down) = 7.69 / 7.35 eV
Net charge = +1
E_tot = -8350.90470 a.u.
Highest occupied orbital energy (spin up / spin down) = -10.31 / -10.27 eV
E_LUMO (spin up / spin down) = -2.62 / -2.93 eV
Spin multiplicity = 3

Geometry as XYZ:
```
45
Properties=species:S:1:pos:R:3:lowdin_spin:R:1
Ni -0.57 -0.28 -1.22 1.707
C 1.59 0.07 -3.73 0.003
C 2.22 0.15 -2.37 0.004
C 3.61 0.26 -2.20 0.003
C 4.16 0.33 -0.96 -0.003
C 3.33 0.31 0.19 0.001
C 3.76 0.37 1.53 -0.002
Br 5.61 0.50 1.93 0.000
C 2.86 0.32 2.55 0.001
C 1.48 0.21 2.28 0.001
Br 0.26 0.14 3.72 0.001
C 0.98 0.15 1.00 0.008
O -0.29 0.04 0.70 0.082
C 1.94 0.20 -0.05 0.004
N 1.43 0.12 -1.31 0.055
H 2.22 -0.46 -4.43 0.000
H 1.42 1.08 -4.12 0.000
H 0.62 -0.42 -3.67 0.003
H 4.25 0.28 -3.08 0.001
H 5.23 0.41 -0.83 0.000
H 3.20 0.36 3.57 0.000
C -1.22 -3.32 2.56 0.000
N -1.10 -3.35 1.10 0.003
C -1.64 -2.55 0.19 0.009
S -0.86 -2.51 -1.38 0.052
N -2.73 -1.82 0.40 0.011
C -3.66 -1.85 1.54 0.001
H -0.26 -3.60 2.98 0.000
H -1.97 -4.01 2.93 0.000
H -1.43 -2.31 2.90 0.000
H -0.34 -3.90 0.73 0.000
H -3.00 -1.24 -0.37 0.001
H -3.74 -2.85 1.94 0.000
H -4.63 -1.55 1.17 0.000
H -3.35 -1.16 2.33 0.000
C -2.07 3.87 -2.03 0.001
S -1.09 2.73 -1.10 0.003
C -1.87 2.90 0.49 0.000
O -1.57 1.36 -1.61 0.050
H -3.12 3.62 -1.90 0.000
H -1.78 3.76 -3.08 0.000
H -1.85 4.88 -1.69 0.000
H -1.55 3.84 0.94 0.000
H -1.52 2.06 1.09 0.000
H -2.96 2.87 0.36 0.000
```